Molecular formula: C26H48IN3O10PS
Method: DFT, wB97M-V/def2-TZVPD

Each line ends with the Löwdin charge.
CARTESIAN COORDINATES (ANGSTROEM)
I (5.587, 2.840, -1.758)  0.98
S (4.375, 1.859, -7.345)  0.09
P (4.218, 0.011, -6.649)  0.35
O (-3.793, 0.032, 4.884)  0.06
O (-3.294, -4.707, 4.457)  0.00
O (-0.107, -2.939, -1.761)  -0.04
O (0.508, -2.732, 0.383)  0.06
O (11.293, 5.644, -2.178)  0.00
O (11.909, 5.851, -0.034)  0.09
O (-4.645, 2.086, 5.156)  -0.01
O (-3.193, -4.994, 2.237)  0.07
O (-5.174, -1.274, -4.516)  0.08
O (-5.274, -0.987, -2.297)  -0.01
N (4.466, 1.295, -2.660)  -0.52
N (2.260, -1.973, -4.708)  0.01
N (4.673, 1.204, -3.991)  -0.01
C (-2.975, -3.993, 5.666)  -0.22
C (-2.188, -3.190, -3.005)  -0.06
C (-6.039, 0.735, -0.751)  -0.06
C (2.741, -0.725, -2.305)  0.17
C (-6.054, 0.122, 5.603)  0.01
C (-0.748, -3.643, -2.841)  -0.22
C (-1.211, -4.312, -0.046)  0.01
C (9.213, 5.393, -3.423)  -0.07
C (-5.011, -0.539, -3.546)  -0.51
C (3.961, 0.138, -4.740)  -0.28
C (-4.602, 0.893, -3.731)  0.00
C (-5.748, 3.001, 5.297)  -0.23
C (3.622, 0.552, -1.677)  -0.13
C (-4.059, -2.985, 6.002)  -0.07
C (3.544, 0.941, -0.072)  -0.19
C (10.653, 4.940, -3.259)  -0.22
C (-6.083, 3.225, 6.760)  -0.06
C (11.210, 5.292, -0.875)  -0.50
C (2.987, -0.882, -3.924)  -0.13
C (-4.758, 0.738, 5.163)  -0.49
C (-0.191, -3.291, -0.457)  -0.50
C (-4.956, -0.274, -1.087)  -0.23
C (10.190, 4.271, -0.464)  0.00
C (3.758, -0.011, 1.052)  0.05
C (-2.621, -2.827, 3.022)  0.02
C (-3.030, -4.259, 3.208)  -0.49
H (4.244, -1.071, 0.929)  0.10
H (-2.653, -3.689, -3.858)  0.09
H (-2.110, -3.798, 0.303)  0.08
H (-7.010, 0.238, -0.670)  0.09
H (-6.138, 1.493, -1.531)  0.07
H (-1.981, -3.542, 5.606)  0.12
H (-0.657, -4.725, -2.714)  0.12
H (-1.902, -2.776, 2.200)  0.07
H (-5.986, -0.137, 6.663)  0.10
H (2.898, -2.475, -5.364)  0.08
H (-2.125, -2.392, 3.888)  0.08
H (-0.794, -4.910, 0.771)  0.10
H (-3.838, -2.483, 6.947)  0.09
H (2.945, -0.479, -7.189)  -0.01
H (-5.818, 1.237, 0.194)  0.08
H (9.170, 6.475, -3.579)  0.09
H (5.341, -0.810, -7.031)  0.00
H (9.925, 3.567, -1.250)  0.06
H (10.744, 3.858, -3.131)  0.11
H (-0.188, -3.391, -3.749)  0.10
H (11.212, 5.192, -4.167)  0.13
H (-2.231, -2.108, -3.161)  0.08
H (1.406, -1.598, -5.185)  0.10
H (-5.422, 3.949, 4.856)  0.12
H (-6.395, 2.299, 7.247)  0.07
H (-3.882, 0.944, -4.553)  0.09
H (3.236, 2.064, 0.180)  0.10
H (-5.030, -3.482, 6.084)  0.09
H (10.606, 3.674, 0.353)  0.10
H (3.446, 0.379, 2.136)  0.11
H (-4.106, 1.327, -2.866)  0.07
H (9.290, 4.785, -0.115)  0.09
H (-6.924, 0.754, 5.438)  0.07
H (-5.484, 1.487, -3.984)  0.10
H (-1.476, -5.016, -0.833)  0.08
H (8.621, 5.180, -2.532)  0.05
H (-2.926, -4.743, 6.464)  0.12
H (2.057, -1.416, -1.648)  0.12
H (-4.158, -2.227, 5.223)  0.03
H (-2.780, -3.404, -2.114)  0.07
H (-6.886, 3.959, 6.863)  0.08
H (8.748, 4.894, -4.276)  0.08
H (-5.203, 3.585, 7.301)  0.09
H (-3.504, -2.233, 2.770)  0.10
H (-6.611, 2.669, 4.712)  0.11
H (-4.906, -1.023, -0.290)  0.12
H (-6.222, -0.787, 5.018)  0.09
H (-3.961, 0.178, -1.148)  0.11

The LUMO energy comes out at -5.0 eV. Its charge is +1.

***

Molecular formula: C26H48N18O13
Method: DFT, wB97M-V/def2-TZVPD

Each line ends with the Löwdin charge.
CARTESIAN COORDINATES (ANGSTROEM)
O (5.989, 4.743, 0.767)  0.01
O (-2.615, -3.360, 4.579)  0.00
O (-0.294, 5.159, -1.798)  0.01
O (-3.396, -4.966, 1.108)  -0.01
O (-6.940, -3.713, -4.475)  0.01
O (-9.997, -5.744, -2.060)  0.02
O (2.832, 0.442, -1.228)  0.09
O (-4.543, -0.925, -3.438)  0.02
O (1.197, 2.871, 2.767)  0.10
O (6.107, -2.465, 1.210)  0.04
O (9.903, 6.357, -2.371)  0.02
O (-1.807, 0.632, -1.336)  -0.01
O (6.919, -1.602, 3.122)  0.13
N (-4.916, -3.880, -0.177)  0.18
N (-0.358, 7.171, -2.835)  0.16
N (-5.604, -5.150, 1.602)  0.16
N (0.309, 7.013, -0.648)  0.16
N (0.057, 1.763, -1.926)  0.18
N (6.859, 6.494, 1.918)  0.16
N (-9.609, -7.140, -0.319)  0.15
N (-11.704, -6.276, -0.670)  0.15
N (-9.139, -3.907, -3.978)  0.16
N (-0.718, -4.425, 5.220)  0.14
N (-4.315, -3.173, -3.194)  0.14
N (4.610, 6.388, 1.487)  0.16
N (7.983, 5.874, -1.270)  0.16
N (-1.906, 2.884, -1.590)  0.17
N (-2.896, -1.751, -2.111)  0.15
N (-8.459, -2.610, -5.743)  0.15
N (-1.730, -4.951, 3.229)  0.16
N (9.925, 4.775, -0.747)  0.14
C (-0.357, 0.173, 2.423)  0.01
C (3.261, 1.707, 2.170)  -0.06
C (1.706, 1.871, 2.320)  -0.28
C (-1.088, -1.017, 1.930)  -0.03
C (1.356, -0.136, 0.629)  -0.08
C (5.671, 1.967, 2.887)  0.00
C (9.308, 5.714, -1.522)  -0.70
C (4.234, 2.225, 3.122)  0.01
C (6.959, -1.595, 1.927)  -0.47
C (0.882, 0.637, 1.809)  -0.05
C (-0.126, 6.370, -1.763)  -0.66
C (5.831, 5.806, 1.353)  -0.68
C (2.657, 0.422, -0.031)  -0.29
C (-4.563, -4.682, 0.858)  -0.64
C (5.125, 0.734, 0.734)  0.03
C (7.645, 0.899, 1.435)  -0.14
C (-10.410, -6.346, -1.081)  -0.67
C (3.714, 0.976, 0.976)  -0.05
C (-0.585, -1.778, 0.772)  -0.04
C (7.881, -0.643, 1.068)  -0.08
C (-1.747, -4.190, 4.357)  -0.70
C (6.136, 1.215, 1.704)  -0.18
C (-8.105, -3.429, -4.715)  -0.67
C (0.665, -1.316, 0.122)  -0.01
C (-3.958, -1.880, -2.950)  -0.70
C (-1.258, 1.697, -1.603)  -0.64
H (-2.882, 2.870, -1.352)  0.11
H (6.467, 2.319, 3.593)  0.11
H (3.886, 2.806, 4.008)  0.12
H (-8.914, -4.517, -3.210)  0.06
H (10.907, 4.626, -0.902)  0.10
H (8.317, 1.187, 2.284)  0.11
H (-7.717, -2.237, -6.309)  0.11
H (-2.024, -1.391, 2.407)  0.10
H (7.985, 1.483, 0.529)  0.12
H (0.005, -5.100, 5.056)  0.09
H (-1.025, -5.636, 3.029)  0.09
H (-0.681, 6.727, -3.678)  0.11
H (-6.565, -4.930, 1.416)  0.09
H (6.748, 7.366, 2.402)  0.10
H (-0.227, 8.165, -2.828)  0.10
H (-5.102, -3.334, -3.807)  0.05
H (7.491, 6.556, -1.820)  0.11
H (-5.381, -5.747, 2.379)  0.11
H (-12.325, -5.699, -1.209)  0.11
H (-1.461, 3.765, -1.805)  0.04
H (-10.100, -3.687, -4.157)  0.09
H (-0.695, -3.882, 6.065)  0.10
H (7.477, 5.351, -0.572)  0.04
H (0.541, 2.617, -2.138)  0.09
H (7.778, 6.095, 1.839)  0.10
H (-5.864, -3.635, -0.397)  0.11
H (-2.576, -0.815, -1.875)  0.04
H (-2.416, -2.536, -1.709)  0.07
H (0.567, 0.896, -1.944)  0.08
H (9.455, 4.235, -0.044)  0.08
H (-8.645, -7.216, -0.594)  0.11
H (-9.927, -7.643, 0.488)  0.10
H (-4.176, -3.515, -0.749)  0.06
H (-9.407, -2.363, -5.959)  0.09
H (1.038, -1.901, -0.753)  0.12
H (0.454, 8.004, -0.597)  0.10
H (0.490, 6.450, 0.165)  0.11
H (5.502, 0.194, -0.166)  0.12
H (-0.803, 0.711, 3.291)  0.11
H (-1.110, -2.684, 0.374)  0.09
H (8.964, -0.908, 1.193)  0.13
H (-2.474, -4.808, 2.562)  0.03
H (-3.841, -3.961, -2.796)  0.08
H (7.536, -0.748, -0.001)  0.11
H (3.826, 5.906, 1.082)  0.11
H (4.456, 7.257, 1.962)  0.10
H (5.513, -1.910, 0.663)  0.09
H (-12.063, -6.762, 0.130)  0.10

The LUMO energy comes out at -0.4 eV. The structure (SMILES) is O=C(O)CCc1ccc2c(c1)C(=O)c1ccccc1C2=O.NC(N)=O.NC(N)=O.NC(N)=O.NC(N)=O.NC(N)=O.NC(N)=O.NC(N)=O.NC(N)=O.NC(N)=O.

***

In eV, the Kohn-Sham gap values for the records above are, in order, 6.624 8.205.